Density functional theory data (ωB97M-V/def2-TZVPD) for a cluster of 2 separate species, C4H13NO in total at a distorted geometry.

Results
structure (SMILES): CCC.NCO
lowest unoccupied orbital energy: 1.0 eV
2S+1: 1
orbital gap: 0.381 hartree
charge: 0
E_tot: -290.1670 hartree
ΔE to the lowest compared entry with this formula, charge and spin: 18.8 kcal per mole

```
19
C4H13NO, DFT ωB97M-V/def2-TZVPD
C -0.65 -1.32 1.01
C -1.78 -0.42 1.48
C -1.86 0.80 0.56
H 0.28 -0.77 0.87
H -0.47 -2.11 1.74
H -0.91 -1.79 0.06
H -2.70 -1.01 1.42
H -1.58 -0.12 2.51
H -2.68 1.51 0.62
H -1.61 0.49 -0.46
H -0.97 1.39 0.81
N 2.57 0.44 -0.65
C 1.68 0.68 -1.72
O 0.59 -0.21 -1.68
H 3.55 0.51 -0.80
H 2.19 0.72 0.23
H 2.22 0.64 -2.67
H 1.23 1.66 -1.55
H 0.92 -1.10 -1.79
```